Density functional theory data (ωB97M-V/def2-TZVPD) for C7H14 in the gas phase.

The structure (SMILES) is CC(C)(C)C1CC1. For the max |F|, the calculation gives 0.24 eV Å⁻¹. Its multiplicity is 1. As for the charge: 0. As for the gap between HOMO and LUMO: 11.118 eV. The lowest unoccupied orbital energy is 0.981 eV. The relative energy (zero: lowest compared OMol25 entry of this formula, charge and spin) is 74.4 kJ/mol. The calculation puts the HOMO energy at -10.1 eV.

XYZ file:
```
21
C7H14, DFT ωB97M-V/def2-TZVPD
C -0.246 -1.150 -1.527
C 0.311 -0.217 -0.443
C 0.356 1.208 -1.005
C 1.739 -0.654 -0.065
C -0.574 -0.347 0.798
C -1.729 0.559 1.119
C -0.489 0.584 1.971
H -0.220 -2.198 -1.204
H -1.286 -0.894 -1.764
H 0.343 -1.069 -2.449
H 1.072 1.257 -1.833
H -0.619 1.525 -1.393
H 0.679 1.937 -0.252
H 1.723 -1.469 0.666
H 2.295 -1.001 -0.944
H 2.301 0.174 0.380
H -0.734 -1.392 1.068
H -1.912 1.419 0.481
H -2.633 0.115 1.529
H -0.533 0.156 2.969
H 0.156 1.456 1.895
```